# 1
# C25H27N6O2S2Sn

A structure of composition C25H27N6O2S2Sn (ωB97M-V/def2-TZVPD, OMol25).

Each line ends with the Löwdin charge.
CARTESIAN COORDINATES (ANGSTROEM)
Sn 1.23 0.47 -0.61  1.3517
C 0.89 1.20 3.81  0.0038
C 0.77 1.22 2.42  -0.1070
N 1.43 0.38 1.64  -0.0384
C 2.26 -0.54 2.20  -0.1411
C 2.44 -0.63 3.59  -0.1129
C 1.72 0.27 4.40  0.0566
C 3.33 -1.61 4.13  0.0208
C 3.99 -2.47 3.32  0.0247
C 3.82 -2.41 1.89  -0.1150
C 4.47 -3.28 1.00  0.0486
C 4.24 -3.17 -0.35  0.0002
C 3.37 -2.18 -0.81  -0.1016
N 2.75 -1.34 0.01  -0.0482
C 2.96 -1.45 1.34  -0.1635
H 0.32 1.90 4.41  0.1283
H 0.12 1.93 1.94  0.0988
H 1.83 0.23 5.47  0.1430
H 3.46 -1.65 5.20  0.1356
H 4.67 -3.20 3.73  0.1365
H 5.14 -4.04 1.38  0.1408
H 4.73 -3.83 -1.06  0.1275
H 3.17 -2.07 -1.87  0.1206
O -5.56 -0.67 -0.22  0.1077
C -5.01 0.17 0.65  -0.2215
C -5.91 0.73 1.57  0.0289
C -5.49 1.60 2.53  0.0008
C -4.13 1.97 2.62  -0.0410
C -3.24 1.43 1.74  -0.0135
C -3.63 0.52 0.72  -0.0731
C -2.57 0.04 -0.12  -0.3384
O -1.38 0.28 0.02  -0.0956
N -3.05 -0.80 -1.25  0.1009
N -2.18 -1.04 -2.10  0.0297
C -2.68 -1.90 -3.15  -0.8724
S -2.04 -1.66 -4.67  1.1136
C -3.24 -2.76 -5.49  -0.4151
C -3.61 -3.86 -4.51  -0.4140
S -3.80 -3.11 -2.86  1.1162
H -4.89 -0.96 -0.86  0.0632
H -6.95 0.44 1.50  0.1401
H -6.20 2.02 3.23  0.1317
H -3.81 2.67 3.38  0.1180
H -2.19 1.69 1.79  0.0928
H -2.77 -3.16 -6.39  0.1080
H -4.09 -2.14 -5.78  0.1061
H -2.84 -4.63 -4.42  0.1043
H -4.56 -4.33 -4.78  0.1101
N 3.15 1.82 -0.33  -0.0779
C 3.48 2.43 -1.65  -0.2299
C 2.56 3.62 -1.88  -0.1732
C 1.08 3.29 -2.04  -0.2526
N 0.46 2.84 -0.77  -0.0911
H 3.05 2.57 0.35  0.1037
H 3.90 1.22 0.03  0.1030
H 3.35 1.67 -2.43  0.1096
H 4.52 2.75 -1.68  0.1324
H 2.91 4.17 -2.75  0.1339
H 2.68 4.32 -1.04  0.1261
H 0.94 2.50 -2.78  0.0978
H 0.55 4.17 -2.42  0.1298
H -0.55 2.81 -0.87  0.0897
H 0.63 3.54 -0.05  0.1013

E_LUMO in Eh: -0.383
Relative energy (zero: lowest compared OMol25 entry of this formula, charge and spin) in kcal/mol: 0.0
HOMO level in eV: -15.9
Total charge: +3
HOMO-LUMO gap in hartree: 0.201



# 2
# C25H27NO4S2

A cluster of 2 separate species, C25H27NO4S2 in total in a non-equilibrium geometry (ωB97M-V/def2-TZVPD, OMol25).

Each line ends with the Löwdin charge.
CARTESIAN COORDINATES (ANGSTROEM)
O 2.13 -2.25 -2.40  -0.2703
S 2.25 -0.84 -2.72  0.7175
O 1.94 -0.34 -4.04  -0.3030
C 1.32 0.15 -1.51  -0.2896
C 0.12 -0.29 -1.06  -0.0268
C -0.54 -1.48 -1.57  -0.2342
C -0.71 -1.70 -2.95  -0.0420
C -1.38 -2.84 -3.41  -0.0622
C -1.85 -3.79 -2.49  -0.0725
C -1.66 -3.59 -1.11  -0.0718
C -1.03 -2.43 -0.66  -0.0227
S 2.10 1.55 -0.75  0.6933
O 2.87 2.24 -1.76  -0.2848
O 2.72 1.13 0.49  -0.2900
C 0.72 2.60 -0.31  -0.2945
C 0.15 3.42 -1.29  -0.0451
C -0.95 4.22 -0.96  -0.0624
C -1.47 4.19 0.34  -0.0656
C -0.90 3.35 1.31  -0.0689
C 0.20 2.56 0.98  -0.0689
C 3.96 -0.44 -2.40  -0.3068
C 4.72 0.22 -3.36  -0.0547
C 6.06 0.50 -3.09  -0.0621
C 6.62 0.10 -1.87  -0.0667
C 5.85 -0.58 -0.92  -0.0602
C 4.52 -0.86 -1.19  -0.0727
H -0.34 0.27 -0.25  0.1251
H -0.40 -0.95 -3.68  0.1097
H -1.52 -2.96 -4.48  0.1107
H -2.37 -4.68 -2.85  0.1029
H -2.00 -4.33 -0.39  0.1037
H -0.87 -2.24 0.40  0.1112
H 0.56 3.42 -2.29  0.1213
H -1.39 4.86 -1.72  0.1110
H -2.32 4.82 0.60  0.1080
H -1.29 3.31 2.33  0.1035
H 0.66 1.91 1.73  0.1055
H 4.25 0.52 -4.29  0.1162
H 6.65 1.04 -3.83  0.1090
H 7.67 0.32 -1.65  0.1054
H 6.27 -0.90 0.04  0.1112
H 3.90 -1.41 -0.48  0.1218
C -1.16 -0.46 3.58  -0.1087
N -2.52 -0.45 3.15  -0.2472
C -3.28 -1.66 3.45  -0.2016
C -4.75 -1.23 3.41  -0.1600
C -4.75 0.31 3.41  -0.1595
C -3.28 0.75 3.45  -0.1988
H -0.63 0.43 3.21  0.0693
H -1.06 -0.49 4.69  0.0891
H -0.67 -1.37 3.19  0.0834
H -3.04 -2.46 2.74  0.1108
H -3.03 -2.05 4.46  0.1133
H -5.21 -1.61 2.49  0.1023
H -5.28 -1.63 4.28  0.1015
H -5.22 0.69 2.50  0.1020
H -5.28 0.71 4.28  0.1012
H -3.03 1.15 4.46  0.1144
H -3.05 1.56 2.74  0.0995

E_LUMO in Eh: -0.006
Relative energy (zero: lowest compared OMol25 entry of this formula, charge and spin) in kcal/mol: 0.0
HOMO level in eV: -8.4
Total charge: 0
HOMO-LUMO gap in hartree: 0.302



# 3
# C25H28AuN10S2

A structure of composition C25H28AuN10S2 (ωB97M-V/def2-TZVPD, OMol25).

Each line ends with the Löwdin charge.
CARTESIAN COORDINATES (ANGSTROEM)
Au 0.12 -0.33 -0.02  1.3218
C -1.53 -2.01 4.91  0.0183
N -0.53 -1.35 4.05  -0.1060
C 0.43 -0.46 4.71  0.0089
C -0.61 -1.35 2.72  -0.3667
N 0.14 -0.59 1.96  0.0179
N -1.53 -2.22 2.16  0.1931
C -1.93 -2.34 0.85  -0.4247
N -2.78 -3.33 0.60  0.2323
N -1.54 -1.51 -0.08  0.0259
H -1.14 -2.03 5.92  0.1087
H -1.69 -3.05 4.63  0.0993
H -2.47 -1.46 4.91  0.1178
H 0.59 -0.82 5.72  0.1088
H 0.05 0.57 4.75  0.1176
H 1.39 -0.49 4.20  0.1006
H 0.67 0.11 2.46  0.0726
H -1.97 -2.86 2.80  0.1373
H -3.09 -3.98 1.31  0.1451
H -3.15 -3.49 -0.33  0.1474
H -1.90 -1.71 -1.01  0.0968
S 0.86 -0.15 -4.48  1.2182
C 1.09 -0.43 -2.84  -0.4231
N 0.08 -0.13 -2.05  -0.1424
C -1.01 0.37 -2.78  -0.2987
C -2.26 0.76 -2.29  -0.0419
C -3.19 1.21 -3.19  -0.0294
C -2.91 1.28 -4.56  -0.0258
C -1.69 0.89 -5.06  -0.0376
C -0.74 0.43 -4.15  -0.4318
H 2.03 -0.83 -2.47  0.0804
H -2.48 0.72 -1.23  0.0752
H -4.17 1.52 -2.84  0.1243
H -3.67 1.64 -5.24  0.1300
H -1.47 0.93 -6.12  0.1320
S 4.28 1.40 0.65  1.1700
C 4.37 -0.26 0.27  -0.3146
C 3.13 -0.76 0.02  -0.2192
N 2.14 0.20 0.10  -0.1942
C 2.61 1.38 0.44  -0.4305
H 5.30 -0.79 0.27  0.1017
H 2.89 -1.78 -0.22  0.1236
H 2.00 2.26 0.57  0.0462
C -2.87 3.10 1.32  -0.0221
C -2.15 1.94 1.10  -0.1717
N -0.97 1.94 0.47  -0.0204
C -0.47 3.10 0.06  -0.1134
C -1.10 4.33 0.26  -0.1824
C -2.35 4.30 0.88  0.0279
C -0.52 5.60 -0.21  -0.0197
C 0.71 6.09 -0.01  -0.0066
C 1.83 5.57 0.80  -0.2519
C 3.05 6.24 0.77  0.0217
C 4.07 5.76 1.57  -0.0835
N 3.90 4.70 2.36  0.0945
C 2.69 4.16 2.35  -0.2478
N 1.65 4.50 1.60  0.1196
H -3.83 3.05 1.81  0.1218
H -2.52 0.98 1.44  0.0939
H 0.46 3.08 -0.50  0.1080
H -2.89 5.23 1.04  0.1388
H -1.21 6.22 -0.76  0.1276
H 0.91 7.05 -0.46  0.1209
H 3.19 7.12 0.15  0.1252
H 5.05 6.22 1.57  0.1263
H 2.54 3.33 3.04  0.1079

E_LUMO in Eh: -0.364
HOMO level in eV: -15.8
Total charge: +3
HOMO-LUMO gap in hartree: 0.217



# 4
# C25H28BBrF4HgN3O3S

A structure of composition C25H28BBrF4HgN3O3S in a non-equilibrium geometry (ωB97M-V/def2-TZVPD, OMol25).

Each line ends with the Löwdin charge.
CARTESIAN COORDINATES (ANGSTROEM)
Hg -0.69 -0.88 0.11  1.2679
N 4.48 0.56 2.12  0.1571
C 4.94 1.53 1.32  -0.2543
C 6.07 1.50 0.51  -0.0628
C 6.33 2.57 -0.34  -0.1058
C 5.48 3.69 -0.40  -0.0811
C 4.39 3.83 0.47  -0.1880
C 3.64 5.01 0.59  -0.0187
C 2.71 5.11 1.63  -0.0814
C 2.63 4.07 2.51  -0.1559
N 3.33 2.94 2.44  0.1383
C 4.16 2.78 1.38  -0.1429
H 4.84 -0.38 2.01  0.1179
H 3.64 0.73 2.61  0.0711
H 6.78 0.63 0.54  0.1134
H 7.23 2.64 -0.90  0.0778
H 5.69 4.42 -1.15  0.0868
H 3.78 5.82 -0.10  0.0995
H 2.07 5.98 1.93  0.1181
H 1.92 4.22 3.32  0.1112
F 1.00 0.37 2.38  0.1074
B 0.42 0.01 3.57  -1.1965
F -0.99 0.05 3.53  0.0654
F 0.88 0.77 4.67  0.0734
F 0.74 -1.44 3.83  -0.0353
C -5.29 -1.88 -4.55  -0.1844
N -3.97 -1.47 -4.81  -0.2190
C -2.86 -2.22 -4.24  -0.1272
C -1.68 1.83 -2.05  0.0382
C -1.94 2.01 -0.71  -0.3850
C -2.47 3.22 -0.12  -0.0706
C -3.00 3.27 1.17  -0.1248
C -2.90 2.14 2.02  -0.0684
C -2.37 0.99 1.41  -0.1892
C -1.85 0.93 0.17  -0.2736
H -5.56 -2.84 -4.99  0.0633
H -6.01 -1.13 -4.84  0.0562
H -5.36 -1.92 -3.42  0.0996
H -3.78 -1.00 -5.70  0.0954
H -2.92 -2.17 -3.14  0.0441
H -1.93 -1.72 -4.45  0.0670
H -2.90 -3.24 -4.52  0.0605
H -1.31 0.86 -2.42  0.0477
H -1.70 2.72 -2.70  0.0482
H -2.47 4.17 -0.70  0.0945
H -3.31 4.23 1.59  0.0776
H -3.29 2.11 3.03  0.0931
H -2.29 0.10 2.01  0.0654
Br 4.01 -5.81 0.43  0.5879
C 2.70 -4.38 0.19  -0.6650
C 2.00 -4.08 -0.98  -0.1425
C 0.85 -3.26 -0.96  -0.1439
C 0.52 -2.57 0.19  -0.3403
C 1.12 -2.98 1.35  -0.1292
C 2.23 -3.79 1.36  -0.1634
H 2.19 -4.55 -1.93  0.0848
H 0.22 -3.16 -1.86  0.0972
H 0.81 -2.60 2.31  0.0740
H 2.71 -4.05 2.31  0.0921
C -5.03 -2.84 0.55  -0.1677
S -3.47 -3.24 -0.28  0.3825
O -2.55 -3.74 0.76  -0.3974
O -3.89 -4.13 -1.35  -0.3975
O -2.92 -1.96 -0.91  -0.5076
H -5.27 -3.71 1.23  0.0645
H -5.73 -2.65 -0.24  0.0268
H -4.83 -1.99 1.21  0.0538

E_LUMO (spin up / spin down) in Eh: 0.149 / 0.149
Relative energy (zero: lowest compared OMol25 entry of this formula, charge and spin) in kcal/mol: 0.0
HOMO level (spin up / spin down) in eV: -2.0 / -3.2
Total charge: -2
HOMO-LUMO gap (spin up / spin down) in hartree: 0.224 / 0.266
2S+1: 2



- Number 1 is which compound?
  C25H27N6O2S2Sn